(1)
{"formula": "C9H27NO5", "method": "ωB97M-V/def2-TZVPD", "de_lowest_kj_mol": 260.1, "smiles": "COCCNCCOC.CO.CO.CO", "energy_ev": -21495.1391, "gap_ha": 0.3605, "symbols": ["O", "O", "O", "O", "O", "N", "C", "C", "C", "C", "C", "C", "C", "C", "C", "H", "H", "H", "H", "H", "H", "H", "H", "H", "H", "H", "H", "H", "H", "H", "H", "H", "H", "H", "H", "H", "H", "H", "H", "H", "H", "H"], "xyz": [[15.569870, -7.537728, -3.391813], [9.280929, -9.698783, -3.516852], [21.096609, -4.164484, -4.636291], [21.086695, -4.675298, -7.475810], [23.771067, -3.094483, -5.028510], [12.069373, -8.559953, -3.032343], [16.349617, -6.481405, -3.909235], [22.331832, -4.046431, -7.716832], [11.522473, -9.772632, -2.399876], [24.707565, -4.041850, -4.572458], [14.187064, -7.408645, -3.625790], [10.011893, -9.724361, -2.303007], [20.613179, -5.429320, -4.193794], [13.556321, -8.598763, -2.894385], [9.622680, -10.678516, -4.457464], [9.700759, -10.662251, -1.803237], [20.313402, -6.110962, -4.996076], [13.889817, -7.389060, -4.680149], [24.237242, -4.814218, -3.941278], [23.073395, -4.482965, -7.047610], [13.987805, -9.527039, -3.283388], [20.696721, -4.021193, -5.507779], [15.968988, -6.258866, -4.915469], [11.858602, -8.642474, -4.025243], [13.707269, -8.546266, -1.818311], [25.198115, -4.643446, -5.342336], [22.707946, -4.377105, -8.692812], [21.284254, -5.931700, -3.507592], [16.335517, -5.571112, -3.307711], [19.638248, -5.222197, -3.733773], [9.640036, -8.938329, -1.649744], [9.207498, -11.647955, -4.145143], [9.174526, -10.460951, -5.423371], [10.699058, -10.817943, -4.577987], [11.790282, -10.702814, -2.915921], [17.367809, -6.819236, -4.095739], [22.431721, -2.963260, -7.663738], [22.899970, -3.523115, -5.021856], [13.800518, -6.497951, -3.152729], [25.384714, -3.560285, -3.867787], [20.650837, -4.957666, -8.278666], [11.888188, -9.866873, -1.376390]], "forces_ev_per_angstrom": [[0.5, 0.1, -0.1], [0.3, 1.2, -0.4], [0.4, -0.4, -0.4], [-0.5, 0.5, 0.8], [0.0, -0.2, -0.2], [0.9, -1.0, 0.0], [-0.4, -0.2, -1.2], [1.4, -1.3, -1.1], [-0.6, 0.6, -0.2], [-0.6, -0.8, 1.2], [-0.3, -0.3, 1.5], [-0.6, -1.6, 0.4], [-1.6, 0.3, -0.1], [-1.2, 0.5, -0.5], [-0.2, -0.9, 0.3], [0.2, 0.1, 0.2], [0.7, 0.1, -0.3], [0.3, -0.1, -0.2], [-0.3, 0.2, -0.1], [-0.2, 0.2, 0.3], [0.1, -0.1, 0.1], [0.2, 0.0, 0.1], [0.0, 0.4, 0.1], [-0.1, 0.2, 0.1], [0.5, 0.1, 0.0], [0.3, 0.6, -0.3], [-0.1, 0.3, -0.1], [0.2, 0.2, 0.0], [-0.1, -0.1, 0.2], [0.2, -0.3, 0.6], [0.1, 0.4, -0.4], [0.1, -0.1, 0.0], [0.0, 0.4, 0.1], [0.0, 0.2, -0.1], [0.3, 0.1, 0.0], [0.1, -0.1, 0.5], [-0.8, 0.1, 0.2], [0.0, 0.2, 0.2], [0.0, 0.1, -0.2], [0.5, 0.1, -0.5], [0.1, 0.2, -0.2], [0.1, 0.1, 0.0]]}



(2)
{"formula": "CBr2F4Si", "method": "ωB97M-V/def2-TZVPD", "de_lowest_kj_mol": 336.0, "energy_ev": -159869.9017, "gap_ha": [0.3262, 0.2054], "symbols": ["Br", "Br", "Si", "F", "F", "F", "F", "C"], "xyz": [[4.215519, -0.060594, -0.000084], [-0.342645, 2.718920, 0.206660], [0.212404, 0.759967, -0.475132], [-0.871105, -0.534337, 1.752936], [-0.204249, -1.988654, 0.158786], [-0.082092, 0.763368, -2.033463], [-2.095640, -0.870006, 0.000917], [-0.832195, -0.788661, 0.389380]], "forces_ev_per_angstrom": [[-0.4, 0.1, 0.0], [-0.2, 0.5, 0.4], [0.2, -1.4, 0.3], [0.4, -0.6, -1.3], [-0.8, 1.3, 0.5], [-0.1, -0.3, -0.2], [-0.1, -0.3, -0.3], [1.0, 0.7, 0.7]]}